This record from OMol25 describes a molecular structure, C20H41BeBr3FNNaO4 at a distorted geometry. The level of theory is ωB97M-V/def2-TZVPD.

The geometry in ORCA input format:
```
! wB97M-V def2-TZVPD RIJCOSX def2/J DEFGRID3
* xyz 1 1
C 2.57663 -2.59807 4.80964
C 2.59665 -4.11020 4.41409
C 1.18994 -4.75938 4.24464
C 0.92168 -5.00577 2.72468
O 0.90129 -3.71342 2.12456
C 1.29892 -3.69272 0.74791
C 0.70959 -4.86465 -0.04092
C 2.87949 -3.79503 0.81575
O 3.44996 -4.82862 0.65729
O 3.57828 -2.67334 1.05033
N 0.96446 -2.31163 0.30830
O 0.05733 -1.66637 1.15316
C 0.58355 -0.59998 1.88437
C -0.30426 -0.49602 3.18837
C 0.70429 -2.07890 -1.09728
Br 2.16079 -2.55896 -2.30895
C 0.35159 -0.58083 -1.38597
C 1.58798 0.37349 -1.17002
H 1.74984 -2.41309 5.51405
H 2.46892 -2.00350 3.86450
H 3.54898 -2.29686 5.24140
H 3.19859 -4.18069 3.48597
H 3.17447 -4.65187 5.18462
H 0.35934 -4.18965 4.69191
H 1.24177 -5.76888 4.69687
H 1.72044 -5.68314 2.38269
H -0.05243 -5.53292 2.66647
H 0.69631 -4.76306 -1.13479
H -0.33752 -5.00622 0.29778
H 1.20737 -5.82881 0.15928
H 1.67522 -0.76298 2.16416
H 0.45790 0.36486 1.34866
H -0.89715 0.45466 3.12711
H 0.28961 -0.57191 4.11390
H -1.05590 -1.30413 3.17485
H -0.18477 -2.64939 -1.43882
H -0.54592 -0.24714 -0.85253
H 0.15353 -0.55176 -2.47252
H 1.21135 1.21424 -0.54398
H 1.96140 0.81792 -2.10079
H 2.39367 -0.11191 -0.56665
Be 3.20162 -1.26058 1.59053
C -2.38848 3.22959 -0.37718
C -1.67228 3.54975 -1.67749
C -0.38331 4.34537 -1.48271
C -0.55989 5.73379 -0.86247
C -1.49758 6.66843 -1.62547
C -1.01037 6.99127 -3.03386
H -2.71060 4.12908 0.15420
H -3.27718 2.62866 -0.57361
H -1.72150 2.65519 0.27572
H -2.35038 4.08049 -2.34941
H -1.43291 2.60271 -2.16970
H 0.11968 4.43939 -2.44894
H 0.29998 3.76576 -0.84492
H 0.42556 6.20505 -0.78324
H -0.92600 5.63051 0.16641
H -1.58457 7.60248 -1.06372
H -2.50445 6.24490 -1.67271
H -0.02381 7.45898 -3.00690
H -1.69703 7.68508 -3.52015
H -0.95165 6.09746 -3.65703
Br -3.15569 -0.25232 -2.08097
C -3.47580 0.23179 -3.96402
C -2.22190 0.12785 -4.78531
Br -1.02534 1.64245 -4.47042
H -3.90871 1.22687 -3.96224
H -4.22157 -0.47562 -4.31186
H -2.46399 0.17361 -5.84428
H -1.64743 -0.77342 -4.58456
F -5.20887 1.05552 -5.48847
Na -0.66873 2.18650 3.33070
*
```

Calculated values
Orbital gap ... 1.38 eV

This record from OMol25 describes 8 unconnected molecules or ions with the total composition C20H41Br2N7O4 at a distorted geometry. The level of theory is ωB97M-V/def2-TZVPD.

The geometry in ORCA input format:
```
! wB97M-V def2-TZVPD RIJCOSX def2/J DEFGRID3
* xyz 0 1
C -20.96964 -11.26268 7.64218
N -20.15388 -10.56446 6.65409
C -18.72082 -10.98264 6.60545
C -20.48901 -9.34721 6.23531
O -19.67634 -8.62824 5.59740
H -21.86353 -10.61547 7.75421
H -20.45851 -11.30468 8.62183
H -21.24563 -12.23699 7.25753
H -18.15550 -10.55951 7.46981
H -18.66648 -12.07581 6.64723
H -18.33201 -10.69601 5.64905
H -21.48471 -8.90169 6.52157
C -20.96484 -0.13019 4.83966
N -21.17101 -1.53587 4.54939
C -20.05499 -2.47009 4.67278
C -22.31314 -1.93877 4.00057
O -22.48974 -3.11058 3.63236
H -20.37413 0.38445 4.11046
H -20.51169 -0.08891 5.85271
H -21.95531 0.29621 4.82115
H -19.55508 -2.34531 5.62380
H -20.49854 -3.39989 4.68162
H -19.37895 -2.44368 3.81035
H -23.12237 -1.20336 3.94724
C -16.47596 -2.30342 3.98553
N -15.28844 -3.19208 4.00275
C -15.40154 -4.64536 4.17562
C -14.03494 -2.71913 3.76273
O -12.97169 -3.29998 3.90788
H -16.21021 -1.30720 3.70279
H -16.94373 -2.30667 5.03208
H -17.17113 -2.62375 3.25806
H -14.93069 -5.31728 3.39799
H -15.09404 -4.80949 5.24167
H -16.44829 -4.92757 4.28608
H -14.05734 -1.64157 3.39465
C -15.65385 -6.69049 -2.70558
N -14.86207 -7.20828 -1.64885
C -14.10052 -8.40259 -1.91282
C -14.93453 -6.58914 -0.42440
O -14.58323 -7.08711 0.64973
H -16.38064 -5.96829 -2.28163
H -16.30336 -7.40943 -3.14979
H -15.08712 -6.16221 -3.45654
H -13.63582 -8.70467 -0.96661
H -14.58727 -9.21871 -2.37070
H -13.35353 -8.10911 -2.70618
H -15.20340 -5.47030 -0.47551
Br -19.84334 -3.32669 1.00815
C -20.99127 -4.79401 1.43588
C -20.27754 -6.14331 1.43388
Br -21.48504 -7.40781 2.32505
H -21.85751 -4.72755 0.75988
H -21.34382 -4.55010 2.41950
H -19.42089 -6.17206 2.10614
H -20.04927 -6.44371 0.41744
C -13.00106 -7.25041 4.05777
C -14.18846 -7.61552 4.81078
N -15.19600 -7.76107 5.34602
H -13.23076 -6.61173 3.18503
H -12.52203 -8.15120 3.83262
H -12.33851 -6.67044 4.63173
C -18.80477 -5.54525 7.03439
C -18.70812 -5.48300 5.62257
N -18.66415 -5.29836 4.49649
H -19.75285 -5.03601 7.46369
H -17.87635 -4.95841 7.43075
H -18.47393 -6.55444 7.40544
C -23.58683 -5.58485 5.07407
C -22.86632 -4.79484 6.12392
N -22.18812 -4.42901 6.97041
H -23.54108 -5.09119 4.11901
H -24.63919 -5.61201 5.32814
H -23.26816 -6.63467 5.01379
*
```

Calculated values
Orbital gap ... 9.39 eV

This record from OMol25 describes 9 unconnected molecules or ions with the total composition C20H41Cl4F3N6O8S2 at a distorted geometry. The level of theory is ωB97M-V/def2-TZVPD.

The geometry in ORCA input format:
```
! wB97M-V def2-TZVPD RIJCOSX def2/J DEFGRID3
* xyz 0 1
N -28.74898 20.58589 9.96862
H -28.07659 20.73068 9.21964
H -29.26969 21.46338 10.17575
H -28.25216 20.29504 10.86084
H -29.45313 19.83150 9.77012
N -27.57366 19.96103 12.36878
S -25.93185 19.89561 12.62218
O -25.24491 18.91580 11.88004
O -25.57684 20.18255 13.95706
F -25.63540 21.25450 11.85604
S -28.13622 19.20999 13.65784
O -28.74271 20.06221 14.61657
O -27.47952 18.03028 14.06854
F -29.46822 18.60090 12.93886
C -28.48804 14.29429 15.35399
C -29.84292 14.96057 15.48708
O -30.78378 14.36078 15.98477
N -29.91072 16.25326 15.08073
C -30.96078 17.18021 15.33901
H -27.91432 14.70017 16.18844
H -27.97605 14.48030 14.40913
H -28.66075 13.22941 15.45544
H -29.13745 16.49645 14.48246
H -31.67975 16.85190 16.07996
H -31.47169 17.37461 14.38953
H -30.50884 18.10290 15.70925
C -32.59349 20.85626 9.15722
C -32.02545 19.63809 9.80599
O -30.96836 19.14166 9.45649
N -32.83870 19.01536 10.67508
C -32.45157 17.79532 11.35295
H -32.31752 21.74682 9.72756
H -33.67853 20.79889 9.08867
H -32.16471 20.98067 8.16675
H -33.81653 19.24349 10.69884
H -32.96381 16.92525 10.92472
H -32.72456 17.79748 12.40986
H -31.39302 17.57905 11.25970
C -31.18842 23.78536 12.81139
C -30.33492 22.63566 12.40079
O -30.53232 22.10705 11.28127
N -29.27699 22.30381 13.13894
C -28.93388 22.88048 14.45054
H -32.24070 23.51860 12.69720
H -31.02179 24.63385 12.14913
H -31.06934 24.10721 13.84165
H -28.73696 21.52736 12.77964
H -28.09518 22.34066 14.86018
H -29.82585 22.79302 15.06819
H -28.77262 23.94698 14.31256
C -34.94079 21.59599 13.38449
C -33.79748 21.03899 14.20045
O -33.89380 20.95385 15.40842
N -32.74483 20.52111 13.48860
C -31.56954 19.97444 14.14078
H -34.93246 22.68530 13.36034
H -35.83745 21.28109 13.91239
H -34.95632 21.24841 12.34938
H -32.92186 20.29671 12.52446
H -31.30986 20.58463 15.00496
H -30.73821 20.06571 13.44507
H -31.73991 18.96482 14.51380
C -26.67356 20.06098 17.39081
Cl -25.93305 21.61716 17.78217
Cl -28.32398 19.98200 18.01847
H -26.69280 19.97479 16.30822
H -26.11091 19.20244 17.74038
C -25.29841 15.45908 11.03378
Cl -25.47817 14.64579 9.47241
Cl -25.88624 14.48504 12.37632
H -24.25076 15.67983 11.17466
H -25.87957 16.37002 11.01780
F -30.59903 11.77313 11.05213
C -30.30830 13.08092 10.95694
C -30.55975 13.90046 12.03843
C -30.20375 15.25020 11.95956
C -29.63671 15.75340 10.81488
C -29.31395 14.89004 9.76469
C -29.64443 13.53452 9.85237
H -31.10487 13.58228 12.91925
H -30.56550 15.93245 12.71580
H -29.43467 16.80726 10.64715
H -28.91336 15.25668 8.82850
H -29.47462 12.88405 9.00301
*
```

Calculated values
Orbital gap ... 9.02 eV